Here is 2 unconnected molecules or ions with the total composition C4H14N2O at a distorted geometry from OMol25. Energies are from ωB97M-V/def2-TZVPD.

The geometry in XYZ format:
```
21
C4H14N2O | OMol25 | ωB97M-V/def2-TZVPD
C 0.22508 -3.49502 -0.06765
N 0.46678 -2.15648 -0.53506
C -0.04331 -1.25297 0.53359
C -0.03711 0.15679 -0.01159
C -0.77910 1.16218 0.97909
N -0.49528 2.54040 0.57602
H -0.87172 -3.60771 -0.03690
H 0.62360 -3.65297 0.94864
H 0.63996 -4.27097 -0.73277
H 1.41893 -1.94947 -0.86268
H -1.08245 -1.50634 0.81898
H 0.60138 -1.43355 1.41519
H -0.53219 0.29675 -0.99178
H 1.03433 0.40518 -0.13719
H -1.86680 0.95910 0.94578
H -0.42141 0.91409 1.99691
H 0.40634 2.73830 1.02390
H -1.19785 3.06873 1.10512
O 0.77957 4.06305 -2.39237
H 0.29238 3.74701 -1.59800
H 0.83886 3.27394 -2.97721
```

The calculation puts the orbital gap at 9.6 eV. The total energy is -345.51825 hartree. The calculation puts the highest occupied orbital energy at -8.756 eV. As for the structure (SMILES): CNCCCN.O. For the strongest force on any atom, the calculation gives 2.34 eV Å⁻¹. The multiplicity is 1.

=====

Here is 2 unconnected molecules or ions with the total composition C4H14N2O at a distorted geometry from OMol25. Energies are from ωB97M-V/def2-TZVPD.

The geometry in XYZ format:
```
21
C4H14N2O | OMol25 | ωB97M-V/def2-TZVPD
C -1.55257 -1.78965 -1.44067
N -0.71572 -0.60571 -1.30456
C 0.41171 -0.83057 -0.40873
C 1.24329 0.43615 -0.27808
C 2.61367 0.17154 0.35973
N 0.45358 1.48783 0.45390
H -0.98705 -2.61744 -1.85016
H -2.36406 -1.59018 -2.12913
H -2.00969 -2.10863 -0.49186
H -1.26112 0.14591 -0.88783
H 1.05069 -1.60636 -0.84158
H 0.07810 -1.20278 0.56561
H 1.39878 0.79537 -1.29430
H 3.18204 1.10384 0.36588
H 2.52485 -0.23664 1.35866
H 3.17926 -0.47787 -0.30202
H 0.80028 2.37106 0.09325
H 0.79895 1.47400 1.41163
O -2.05550 0.89522 2.06931
H -1.25450 1.13009 1.56711
H -2.75612 0.97893 1.41651
```

The calculation puts the orbital gap at 9.8 eV. The total energy is -345.54200 hartree. The calculation puts the highest occupied orbital energy at -8.895 eV. As for the structure (SMILES): CNC[C@H](C)N.O. For the strongest force on any atom, the calculation gives 1.12 eV Å⁻¹. The multiplicity is 1.

=====

Here is 2 unconnected molecules or ions with the total composition C4H14N2O2 at a distorted geometry from OMol25. Energies are from ωB97M-V/def2-TZVPD.

The geometry in XYZ format:
```
22
C4H14N2O2 | OMol25 | ωB97M-V/def2-TZVPD
C -1.40989 0.23208 -0.60310
C -0.08095 -0.40994 -0.14069
C 0.52225 -1.39020 -1.18050
O -0.11325 -1.31134 -2.46943
N -0.22003 -1.09269 1.13030
C -0.06557 -0.33499 2.35140
N 0.99425 0.63106 2.18660
H -1.74898 0.72841 0.30237
H -2.13884 -0.50551 -0.95904
H -1.50226 0.86056 -1.49685
H 0.55807 0.44990 0.02442
H 1.57338 -1.12668 -1.33771
H 0.48809 -2.42126 -0.85631
H -0.07926 -0.37310 -2.67650
H -1.02982 -1.69256 1.16972
H 0.14276 -1.02267 3.18207
H -0.98503 0.13565 2.72158
H 1.39033 0.93478 3.06023
H 1.78298 0.26287 1.67463
O 0.86260 2.63340 -2.30643
H 0.27061 1.88028 -2.38160
H 0.78856 2.93196 -1.39518
```

The calculation puts the orbital gap at 9.5 eV. The total energy is -420.74465 hartree. The calculation puts the highest occupied orbital energy at -8.816 eV. As for the structure (SMILES): C[C@H](CO)NCN.O. For the strongest force on any atom, the calculation gives 1.19 eV Å⁻¹. The multiplicity is 1.

=====

Here is 3 unconnected molecules or ions with the total composition C4H14N2O2 at a distorted geometry from OMol25. Energies are from ωB97M-V/def2-TZVPD.

The geometry in XYZ format:
```
22
C4H14N2O2 | OMol25 | ωB97M-V/def2-TZVPD
C -2.01328 2.10669 -0.34422
C -0.63059 1.64688 0.05268
O -0.34653 1.35412 1.20764
O 0.38575 2.02670 -0.77190
H -2.09725 3.16745 -0.09408
H -2.19759 1.98319 -1.40899
H -2.75907 1.55702 0.22440
H 0.08702 2.09153 -1.68666
C 0.97578 -1.82729 1.54373
N 1.22242 -0.78902 0.53910
N 2.55079 -0.74067 0.03335
H 1.07742 -2.80830 1.07513
H -0.04175 -1.69821 1.90614
H 1.66819 -1.75697 2.39137
H 0.99588 0.13512 0.96346
H 3.22575 -0.69544 0.79766
H 2.72479 -1.59631 -0.48880
C -0.98726 -0.71400 -1.21114
H -1.27768 -0.15276 -2.09659
H -0.78608 -1.71642 -1.59753
H -1.86673 -0.83456 -0.58306
H 0.09004 -0.73876 -0.45170
```

The calculation puts the orbital gap at 9.0 eV. The total energy is -420.70175 hartree. The calculation puts the highest occupied orbital energy at -8.204 eV. As for the structure (SMILES): CC(=O)O.CNN.C. For the strongest force on any atom, the calculation gives 3.19 eV Å⁻¹. The multiplicity is 1.